# 1
The following is a quantum chemistry calculation of a cluster of 2 separate species, C5H9N4 in total in a non-equilibrium geometry, from the Open Molecules 2025 dataset.

Positions of all 18 atoms, in Å:
C1 -1.575 -0.034 0.170
C2 1.069 0.998 0.863
C3 0.808 0.363 -1.508
C4 1.146 -1.513 0.254
C5 0.654 -0.054 -0.104
N1 -2.489 -0.870 -0.286
N2 -2.120 0.958 0.829
N3 -3.609 -0.435 0.282
N4 -3.394 0.654 0.946
H1 0.585 1.843 0.310
H2 0.578 0.950 1.775
H3 2.143 1.042 1.048
H4 -0.138 0.367 -2.085
H5 0.967 1.400 -1.680
H6 1.614 -0.113 -2.038
H7 2.183 -1.416 0.597
H8 0.573 -1.845 1.128
H9 1.004 -2.294 -0.502

## Properties
**HOMO level**: -0.1715 Eh
**LUMO level**: 0.1282 hartree
**Electronic energy**: -11288.487 eV
**Energy above the lowest of the compared OMol25 structures with the same formula, charge and spin**: 54.2 kcal per mole
**Charge**: -1

# 2
The following is a quantum chemistry calculation of the ion C5H9N4 with charge +1, from the Open Molecules 2025 dataset.

Positions of all 18 atoms, in Å:
C1 1.178 -1.773 -1.701
C2 0.359 -2.432 -0.880
C3 1.335 -0.339 -1.634
C4 -0.496 0.964 1.395
C5 -0.648 1.043 -1.009
N1 0.444 0.444 -1.224
N2 -1.024 1.521 2.508
N3 0.448 0.133 1.280
N4 -1.116 1.379 0.193
H1 1.809 -2.288 -2.411
H2 0.280 -3.506 -0.897
H3 2.301 0.083 -1.908
H4 -1.229 1.370 -1.871
H5 -0.633 1.303 3.408
H6 -1.775 2.189 2.482
H7 0.899 -0.162 2.136
H8 -0.206 -1.909 -0.123
H9 -1.926 1.980 0.255

## Properties
**HOMO level**: -0.4966 Eh
**SMILES**: [H]/N=C(N)/[NH+]=C\N=C/C=C
**LUMO level**: -0.1513 hartree
**Electronic energy**: -11283.797 eV
**Energy above the lowest of the compared OMol25 structures with the same formula, charge and spin**: 38.9 kcal per mole
**Charge**: +1

# 3
The following is a quantum chemistry calculation of the ion C5H9N4O with charge +1 in a non-equilibrium geometry, from the Open Molecules 2025 dataset.

Positions of all 19 atoms, in Å:
C1 -1.091 -0.658 -1.049
C2 -2.663 0.859 -0.323
C3 1.959 1.156 -0.681
C4 -1.064 0.163 1.263
C5 -0.092 -0.133 0.033
N1 -2.207 -0.059 -1.174
N2 -2.316 0.809 0.890
N3 0.623 1.083 -0.470
N4 1.044 -1.000 0.409
O1 2.869 0.357 -0.449
H1 -0.871 -1.668 -1.334
H2 -3.517 1.498 -0.683
H3 2.270 2.188 -0.902
H4 -1.303 -0.702 1.856
H5 -0.609 0.987 1.856
H6 0.233 1.971 -0.533
H7 2.521 -0.611 -0.071
H8 1.215 -1.877 -0.073
H9 1.332 -1.183 1.368

## Properties
**HOMO level**: -0.4937 Eh
**SMILES**: N[C@@]1(/[NH+]=C\O)C=NC=NC1
**LUMO level**: -0.1472 hartree
**Electronic energy**: -13329.502 eV
**Energy above the lowest of the compared OMol25 structures with the same formula, charge and spin**: 75.9 kcal per mole
**Charge**: +1

# 4
The following is a quantum chemistry calculation of the molecule C5H9N4P in a non-equilibrium geometry, from the Open Molecules 2025 dataset.

Positions of all 19 atoms, in Å:
C1 -0.534 1.696 -0.131
C2 0.807 1.762 -0.147
C3 -1.333 0.624 0.237
C4 -0.863 -0.643 0.208
C5 0.542 -0.863 -0.015
N1 0.888 -2.155 -0.491
N2 -2.693 0.829 0.427
N3 -1.551 -1.860 0.196
N4 3.218 0.358 -0.153
P1 1.689 0.382 0.571
H1 -1.159 2.550 -0.359
H2 1.227 2.645 -0.709
H3 1.922 -2.147 -0.877
H4 -3.159 -0.018 0.681
H5 -2.914 1.512 1.184
H6 -2.556 -1.972 -0.070
H7 -0.955 -2.568 -0.266
H8 3.522 -0.302 -0.933
H9 3.902 0.170 0.648

## Properties
**HOMO level (alpha / beta)**: -0.2668 / -0.2668 Eh
**SMILES**: [H]/N=c1/c(N)c(N)ccp1N
**LUMO level (alpha / beta)**: -0.0033 / -0.0033 hartree
**Electronic energy**: -20578.085 eV
**Energy above the lowest of the compared OMol25 structures with the same formula, charge and spin**: 0.0 kcal per mole

# 5
The following is a quantum chemistry calculation of the molecule C5H9N5 in a non-equilibrium geometry, from the Open Molecules 2025 dataset.

Positions of all 19 atoms, in Å:
C1 1.791 -0.653 -0.955
C2 2.189 0.473 -0.209
C3 1.006 0.829 0.385
C4 -1.354 0.065 0.265
C5 -2.155 -1.130 -0.230
N1 0.580 -1.067 -0.752
N2 0.103 -0.113 0.140
N3 -1.786 2.451 -0.270
N4 -1.786 1.319 -0.593
N5 3.397 1.090 -0.085
H1 2.378 -1.421 -1.426
H2 -1.684 0.105 1.270
H3 -2.014 -2.001 0.383
H4 -1.960 -1.406 -1.225
H5 -3.103 -0.748 -0.217
H6 0.608 1.594 1.038
H7 -1.737 1.077 -1.676
H8 3.389 2.143 -0.276
H9 4.223 0.598 -0.509

## Properties
**HOMO level**: -0.2889 Eh
**LUMO level**: 0.0361 hartree
**Electronic energy**: -12777.521 eV
**Energy above the lowest of the compared OMol25 structures with the same formula, charge and spin**: 46.0 kcal per mole

# 6
The following is a quantum chemistry calculation of the ion C5H9N6 with charge +1 in a non-equilibrium geometry, from the Open Molecules 2025 dataset.

Positions of all 20 atoms, in Å:
C1 -2.419 -1.469 0.436
C2 -0.882 -0.063 0.291
C3 0.713 -1.387 -1.084
C4 1.251 -0.012 -1.467
C5 -0.003 1.143 0.375
N1 -2.076 -0.217 0.807
N2 -1.501 -2.077 -0.276
N3 -0.514 2.155 2.340
N4 0.292 1.410 1.781
N5 -0.514 -1.189 -0.366
N6 1.328 0.838 -0.249
H1 -3.353 -1.917 0.697
H2 0.508 -1.991 -1.972
H3 1.430 -1.938 -0.463
H4 2.242 -0.102 -1.914
H5 0.582 0.475 -2.181
H6 -0.490 1.993 -0.123
H7 -0.281 2.268 3.334
H8 1.873 0.359 0.489
H9 1.813 1.720 -0.454

## Properties
**HOMO level**: -0.5022 Eh
**SMILES**: [H]/N=N/[C@H]1[NH2+]CCn2ncnc21
**LUMO level**: -0.1404 hartree
**Electronic energy**: -14263.042 eV
**Energy above the lowest of the compared OMol25 structures with the same formula, charge and spin**: 0.0 kcal per mole
**Charge**: +1

# 7
The following is a quantum chemistry calculation of the molecule C5H9NO, from the Open Molecules 2025 dataset.

Positions of all 16 atoms, in Å:
C1 1.449 -1.052 -0.104
C2 0.445 -0.340 0.781
N1 0.678 1.087 1.023
C3 -0.589 1.481 0.671
O1 -1.159 2.543 0.732
C4 -0.939 0.063 0.185
C5 -1.152 -0.045 -1.322
H1 1.596 -0.528 -1.054
H2 1.099 -2.069 -0.318
H3 2.422 -1.131 0.393
H4 0.322 -0.894 1.722
H5 1.335 1.550 1.638
H6 -1.776 -0.378 0.734
H7 -0.625 0.751 -1.856
H8 -2.214 0.041 -1.561
H9 -0.798 -1.003 -1.718

## Properties
**HOMO level**: -0.3527 Eh
**SMILES**: C[C@@H]1C(=O)N[C@@H]1C
**LUMO level**: 0.0336 hartree
**Electronic energy**: -8868.467 eV
**Energy above the lowest of the compared OMol25 structures with the same formula, charge and spin**: 17.2 kcal per mole

# 8
The following is a quantum chemistry calculation of the molecule C5H9NO in a non-equilibrium geometry, from the Open Molecules 2025 dataset.

Positions of all 16 atoms, in Å:
O1 -0.276 -1.915 1.484
C1 0.144 -0.995 0.843
C2 -0.658 0.194 0.346
C3 -0.216 0.731 -1.082
C4 1.095 1.434 -0.967
C5 2.291 0.805 -0.945
N1 -2.085 -0.203 0.208
H1 1.261 -0.787 0.840
H2 -0.685 0.885 1.199
H3 -1.152 1.224 -1.340
H4 -0.232 -0.247 -1.604
H5 1.080 2.529 -0.805
H6 3.122 1.352 -0.519
H7 2.414 -0.052 -1.568
H8 -2.636 0.361 0.845
H9 -2.174 -1.138 0.618

## Properties
**HOMO level**: -0.3413 Eh
**SMILES**: C=CC[C@@H](N)C=O
**LUMO level**: 0.0292 hartree
**Electronic energy**: -8866.404 eV
**Energy above the lowest of the compared OMol25 structures with the same formula, charge and spin**: 64.8 kcal per mole

# 9
The following is a quantum chemistry calculation of the molecule C5H9NO, from the Open Molecules 2025 dataset.

Positions of all 16 atoms, in Å:
N1 2.710 0.904 0.283
C1 1.555 0.482 -0.062
C2 1.553 -0.960 -0.209
C3 -0.904 -1.348 0.198
C4 -1.471 -0.079 -0.416
C5 -0.719 1.175 0.009
O1 0.586 1.293 -0.565
H1 2.852 1.862 -0.045
H2 0.116 -1.554 -0.274
H3 1.905 -1.431 0.719
H4 -0.847 -1.296 1.290
H5 -1.479 -2.236 -0.082
H6 -1.452 -0.151 -1.511
H7 -2.519 0.044 -0.113
H8 -0.640 1.225 1.106
H9 -1.246 2.070 -0.329

## Properties
**HOMO level**: -0.3209 Eh
**LUMO level**: -0.0084 hartree
**Electronic energy**: -8863.982 eV
**Energy above the lowest of the compared OMol25 structures with the same formula, charge and spin**: 120.6 kcal per mole

# 10
The following is a quantum chemistry calculation of a structure of composition C5H9NO in a non-equilibrium geometry, from the Open Molecules 2025 dataset.

Positions of all 16 atoms, in Å:
C1 1.491 0.386 -1.476
C2 0.158 0.192 -0.739
C3 0.342 -0.564 0.590
C4 -0.937 -0.812 1.336
O1 -2.040 -1.168 0.545
C5 -0.501 1.492 -0.510
N1 -1.014 2.509 -0.310
H1 1.956 -0.589 -1.656
H2 2.183 0.994 -0.882
H3 1.342 0.882 -2.441
H4 -0.530 -0.398 -1.357
H5 0.795 -1.536 0.366
H6 1.009 -0.022 1.270
H7 -1.254 0.331 1.859
H8 -0.837 -1.428 2.233
H9 -2.164 -0.269 1.172

## Properties
**HOMO level**: -0.3863 Eh
**LUMO level**: 0.0292 hartree
**Electronic energy**: -8865.632 eV
**Energy above the lowest of the compared OMol25 structures with the same formula, charge and spin**: 82.6 kcal per mole

# 11
The following is a quantum chemistry calculation of the molecule C5H9NO, from the Open Molecules 2025 dataset.

Positions of all 16 atoms, in Å:
C1 1.932 -0.112 0.295
C2 0.941 0.458 -0.694
N1 0.426 -0.520 -1.658
C3 -0.502 0.129 -0.744
C4 -1.198 -0.620 0.353
C5 -1.851 0.342 1.317
O1 -1.794 1.546 1.229
H1 1.604 -1.091 0.658
H2 2.906 -0.270 -0.188
H3 2.070 0.553 1.153
H4 1.124 1.486 -0.998
H5 0.333 -0.144 -2.597
H6 -1.117 0.915 -1.176
H7 -0.494 -1.236 0.926
H8 -1.967 -1.306 -0.025
H9 -2.414 -0.131 2.148

## Properties
**HOMO level**: -0.3534 Eh
**SMILES**: C[C@H]1N[C@H]1CC=O
**LUMO level**: 0.0387 hartree
**Electronic energy**: -8867.158 eV
**Energy above the lowest of the compared OMol25 structures with the same formula, charge and spin**: 47.4 kcal per mole

# 12
The following is a quantum chemistry calculation of the molecule C5H9NO in a non-equilibrium geometry, from the Open Molecules 2025 dataset.

Positions of all 16 atoms, in Å:
O1 2.380 0.047 1.659
C1 1.211 -0.058 1.903
C2 0.062 0.791 1.423
C3 -0.807 0.035 0.377
C4 -0.342 -0.091 -1.090
C5 -1.222 -0.126 -2.094
N1 0.969 -0.495 -1.313
H1 0.883 -0.862 2.602
H2 0.470 1.723 1.021
H3 -0.612 1.020 2.246
H4 -1.650 0.702 0.187
H5 -0.991 -0.947 0.819
H6 -0.954 -0.206 -3.137
H7 -2.279 -0.002 -1.889
H8 1.266 -0.962 -2.141
H9 1.615 -0.570 -0.574

## Properties
**HOMO level**: -0.2968 Eh
**SMILES**: C=C(N)CCC=O
**LUMO level**: 0.0320 hartree
**Electronic energy**: -8867.284 eV
**Energy above the lowest of the compared OMol25 structures with the same formula, charge and spin**: 44.5 kcal per mole

Question: Which value of electronic energy does entry 3 give?
Answer: -13329.502 eV